# 1
Molecular formula: C48H114N6O4
Method: DFT, ωB97M-V with the def2-TZVPD basis set

Computed properties:
**Multiplicity**: 2
**E_HOMO (spin up / spin down)**: 0.5 / -5.9 eV
**<S²>**: 0.751
**ΔE to the lowest compared entry with this formula, charge and spin**: 3.678 eV
**DFT total energy**: -2526.44645 Ha
**Net charge**: -1

Cartesian coordinates (Å):
C -11.9477 -25.1039 -11.1625
C -11.7764 -24.2875 -9.8676
N -11.2079 -22.9445 -10.1264
C -11.6980 -21.9421 -9.1491
C -13.1426 -21.5730 -9.3442
C -9.7125 -22.9649 -10.2717
C -9.1477 -21.7998 -11.1130
H -12.2432 -24.4583 -11.9895
H -12.6769 -25.9140 -11.1612
H -11.0016 -25.4650 -11.5659
H -12.7812 -24.4326 -9.4709
H -11.2311 -24.7670 -9.0546
H -11.6891 -22.2827 -8.1138
H -11.0808 -21.0453 -9.0965
H -13.6822 -22.5099 -9.2055
H -13.5652 -20.7814 -8.7255
H -13.3303 -21.4262 -10.4078
H -9.4252 -23.8893 -10.7728
H -9.3112 -22.9305 -9.2588
H -8.1467 -21.5479 -10.7627
H -9.5939 -20.8254 -10.9137
H -9.0967 -22.1269 -12.1515
C -8.4941 -19.2913 -13.7938
C -7.5763 -18.0663 -13.9214
N -6.2721 -18.3817 -14.5705
C -6.5125 -18.7254 -15.9870
C -7.1736 -17.5573 -16.7837
C -5.3070 -17.3271 -14.4322
C -4.9289 -16.9800 -12.9468
H -9.0053 -19.5478 -14.7216
H -9.1579 -19.0863 -12.9539
H -8.0945 -20.2695 -13.5264
H -8.0977 -17.2857 -14.4752
H -7.3521 -17.7333 -12.9080
H -5.5259 -18.8890 -16.4205
H -6.9988 -19.6872 -16.1502
H -7.0595 -17.7747 -17.8457
H -8.2401 -17.5917 -16.5612
H -6.7508 -16.5737 -16.5788
H -5.6311 -16.3973 -14.8996
H -4.4234 -17.8197 -14.8380
H -5.7522 -16.6190 -12.3303
H -4.1000 -16.2798 -13.0502
H -4.4968 -17.8124 -12.3914
C -12.1178 -18.2944 -11.5561
C -13.4141 -18.0276 -10.7072
N -14.5827 -18.3458 -11.4910
C -14.9794 -17.4593 -12.5804
C -15.6897 -18.0426 -13.7549
C -15.7405 -18.6036 -10.6304
C -16.1910 -17.4476 -9.6845
H -11.2154 -18.0788 -10.9841
H -11.9833 -17.7539 -12.4930
H -12.1719 -19.3384 -11.8649
H -13.3432 -18.7793 -9.9210
H -13.5343 -16.9975 -10.3720
H -15.6171 -16.6752 -12.1721
H -14.0860 -16.9935 -12.9963
H -15.6991 -17.4234 -14.6520
H -15.2750 -18.9730 -14.1428
H -16.7543 -18.1658 -13.5559
H -15.4900 -19.5073 -10.0748
H -16.6461 -18.7818 -11.2103
H -16.9427 -16.7802 -10.1061
H -15.3893 -16.8235 -9.2896
H -16.6331 -17.8279 -8.7637
C -15.9759 -33.8364 -12.9694
C -15.1121 -32.6509 -13.2826
N -15.5059 -31.3538 -12.6925
C -14.4843 -30.2832 -12.8708
C -14.7063 -29.1918 -11.7940
C -16.8401 -30.8997 -12.9909
C -17.0033 -30.6713 -14.4711
H -17.0288 -33.7287 -13.2299
H -15.9378 -34.1077 -11.9144
H -15.4795 -34.5942 -13.5755
H -14.0955 -32.9257 -13.0015
H -15.0374 -32.3137 -14.3164
H -14.5816 -29.9285 -13.8969
H -13.5210 -30.7813 -12.7613
H -15.7433 -28.8632 -11.7238
H -13.9808 -28.3792 -11.8301
H -14.3296 -29.6111 -10.8611
H -17.5805 -31.6876 -12.8528
H -17.2742 -30.1342 -12.3476
H -16.5432 -29.7144 -14.7176
H -16.5371 -31.4047 -15.1290
H -18.0591 -30.5821 -14.7267
C -8.1719 -30.9012 -8.5439
C -8.5371 -30.0320 -7.3304
N -8.9051 -28.6027 -7.7221
C -8.4042 -27.6860 -6.6750
C -6.8443 -27.5855 -6.7760
C -10.1080 -28.3494 -8.4335
C -11.3179 -29.0705 -7.8150
H -7.5892 -30.3677 -9.2948
H -8.9489 -31.3515 -9.1616
H -7.6081 -31.7860 -8.2486
H -9.3172 -30.6198 -6.8467
H -7.8089 -29.9841 -6.5207
H -8.8373 -26.7058 -6.8740
H -8.7130 -27.9087 -5.6537
H -6.4554 -27.2051 -7.7206
H -6.4051 -26.8559 -6.0957
H -6.3243 -28.5353 -6.6512
H -9.9778 -28.8958 -9.3677
H -10.3272 -27.2960 -8.6076
H -12.2563 -29.0064 -8.3657
H -11.4807 -28.4935 -6.9047
H -11.2570 -30.1516 -7.6901
C -7.6369 -18.9798 -9.3731
C -7.0486 -18.1132 -8.2204
N -6.5053 -16.8416 -8.5879
C -7.3814 -15.9485 -9.3245
C -8.6638 -15.6447 -8.6028
C -5.2308 -16.9951 -9.3752
C -4.4247 -15.7320 -9.6599
H -8.5381 -18.5579 -9.8179
H -7.8840 -19.9814 -9.0213
H -6.8888 -19.1568 -10.1457
H -7.9422 -18.0452 -7.5999
H -6.2557 -18.5943 -7.6476
H -6.8991 -14.9831 -9.4778
H -7.5810 -16.2877 -10.3410
H -8.4918 -15.5768 -7.5286
H -9.0056 -14.6854 -8.9913
H -9.3789 -16.4618 -8.6985
H -5.5482 -17.5355 -10.2669
H -4.6099 -17.7082 -8.8329
H -4.2578 -15.0746 -8.8066
H -5.0421 -15.2113 -10.3919
H -3.4411 -15.9093 -10.0947
C -17.1616 -22.6658 -12.9783
C -16.3944 -23.8993 -13.2431
O -16.0905 -24.1364 -14.4553
C -15.9581 -24.7814 -12.0837
H -17.7561 -22.4009 -13.8527
H -16.5372 -21.8426 -12.6310
H -17.8283 -22.9766 -12.1740
H -15.4497 -24.1587 -11.3476
H -15.2607 -25.4582 -12.5773
H -16.7936 -25.3699 -11.7048
C -13.3081 -21.6157 -13.5605
C -12.0393 -21.8967 -14.3873
O -11.1220 -21.1307 -14.5729
C -12.0126 -23.2980 -14.9819
H -14.2963 -21.9628 -13.8624
H -13.3827 -20.5519 -13.3349
H -13.0450 -22.0601 -12.6007
H -12.2333 -23.9728 -14.1548
H -11.0848 -23.5084 -15.5139
H -12.8018 -23.2931 -15.7337
C -9.2868 -29.4044 -14.5219
C -9.0555 -27.8864 -14.5411
O -7.9999 -27.4277 -14.1597
C -10.3167 -27.0517 -14.8067
H -9.6215 -29.6654 -13.5179
H -8.3106 -29.8585 -14.6917
H -10.0814 -29.7447 -15.1860
H -10.8517 -27.2798 -15.7286
H -9.8147 -26.1554 -15.1712
H -11.0276 -27.0036 -13.9818
C -17.3966 -24.9415 -8.1845
C -16.0017 -25.5352 -8.3329
O -15.0138 -24.9580 -7.9617
C -16.0566 -26.9846 -8.8937
H -17.2793 -24.1421 -7.4528
H -18.1947 -25.6558 -7.9821
H -17.4448 -24.5549 -9.2025
H -15.0886 -27.4203 -9.1415
H -16.5735 -26.9554 -9.8529
H -16.4265 -27.6779 -8.1383

Atoms 1-6, force components in eV/Å:
C 1.251 0.244 -0.801
C -0.319 -0.661 -0.590
N -0.642 0.407 0.123
C 0.412 0.123 0.515
C -0.578 -1.212 -1.425
C -1.322 0.701 0.235

---

# 2
Molecular formula: C3H18N2O3
Method: DFT, ωB97M-V with the def2-TZVPD basis set

Computed properties:
**E_HOMO**: -18.6 eV
**ΔE to the lowest compared entry with this formula, charge and spin**: 1.253 eV
**DFT total energy**: -459.72041 Ha
**Net charge**: +2

Cartesian coordinates (Å):
C -0.1264 1.3131 1.0450
C 0.6371 2.1266 0.0327
C 0.3033 1.9168 -1.4137
N 1.0802 0.9453 -2.2083
N 0.5292 -0.0399 1.1763
H -1.2251 1.2299 0.9020
H -0.0628 1.8088 2.0198
H 1.6771 2.2687 0.3236
H 0.3203 3.2136 0.2364
H -0.7341 1.4663 -1.5368
H 0.2668 2.9240 -1.9050
H 2.0795 1.2005 -2.2134
H 0.9491 -0.0417 -1.9887
H 0.7312 1.0317 -3.1896
H -0.1961 -0.8569 1.3459
H 1.1239 -0.1406 1.9940
H 1.0931 -0.1759 0.3531
H 1.5636 -2.4937 1.4928
H 0.6879 -3.2798 0.4810
O 0.8668 -2.3882 0.8331
H -2.6515 -0.6928 2.0000
H -1.6347 -1.7142 2.4769
O -1.8148 -1.1053 1.7433
H -1.7890 -1.9134 -0.7420
H -1.4659 -1.9053 -2.2199
O -1.1895 -1.5105 -1.3834

Atoms 1-6, force components in eV/Å:
C -0.036 -0.004 1.310
C -0.968 2.669 1.043
C -2.781 0.315 -0.453
N 0.981 0.615 -1.758
N -1.932 -0.219 0.751
H 0.895 -0.322 -0.527

---

# 3
Molecular formula: C17H33N4O3S
Method: DFT, ωB97M-V with the def2-TZVPD basis set

Computed properties:
**E_HOMO**: -11.8 eV
**DFT total energy**: -1510.18687 Ha
**Net charge**: +1

Cartesian coordinates (Å):
C 5.5081 -0.8747 -0.4401
N 5.2751 -0.8001 0.8741
N 5.1229 0.5156 1.1480
C 5.2549 1.2334 0.0478
S 5.0849 3.0180 -0.0792
C 3.6427 3.2822 -1.1993
C 2.4078 2.4059 -0.8136
C 1.4166 3.1289 0.1903
C -0.0337 2.5291 0.1593
C -0.3846 1.6292 1.3929
C 0.5784 0.3810 1.5882
C -0.0483 -0.9802 1.0928
N 0.7936 -1.6924 0.0466
C 0.0773 -2.9636 -0.2738
C 0.5736 -3.6233 -1.6027
N 0.2571 -2.6830 -2.6961
C 1.1663 -1.5497 -2.5240
C 1.0919 -0.8104 -1.1329
O 5.5038 0.3592 -0.9793
H 5.6531 -1.8154 -0.9978
H 3.9685 2.9527 -2.2162
H 3.3595 4.3539 -1.2798
H 2.7581 1.4919 -0.2820
H 1.8419 2.0451 -1.7100
H 1.3966 4.1935 -0.1364
H 1.8317 3.1315 1.2277
H -0.2722 2.0474 -0.8232
H -0.7308 3.4056 0.2133
H -1.4222 1.2330 1.2442
H -0.4095 2.2265 2.3353
H 0.7127 0.2829 2.6936
H 1.5931 0.5589 1.1717
H -1.1236 -0.8761 0.7603
H -0.0732 -1.6799 1.9652
H 1.6713 -1.9193 0.5245
H 0.1476 -3.6995 0.5627
H -1.0066 -2.7259 -0.3959
H 0.0821 -4.6053 -1.7674
H 1.6772 -3.8045 -1.5564
H -0.7219 -2.4033 -2.6736
H 0.8749 -0.7908 -3.2949
H 2.2269 -1.8023 -2.7686
H 0.3498 0.0106 -1.1730
H 2.1051 -0.3795 -0.9518
O -3.7166 -2.3884 -0.2649
C -4.3645 -1.4643 0.1574
O -3.7370 -0.3761 0.6456
C -4.3927 0.8446 1.0150
C -4.9448 0.7637 2.4228
C -5.8652 -1.5398 0.2316
H -5.1527 1.1238 0.2833
H -3.6259 1.6194 0.9739
H -5.7030 -0.0146 2.5143
H -5.3903 1.7152 2.7154
H -4.1497 0.5157 3.1286
H -6.1499 -2.1028 1.1204
H -6.2261 -2.0617 -0.6542
H -6.3599 -0.5717 0.2407

Atoms 1-6, force components in eV/Å:
C -0.554 0.466 2.486
N 0.495 -0.469 -2.488
N -0.374 1.791 0.003
C -0.610 -1.474 0.856
S 0.205 -0.514 0.084
C -0.564 -1.706 -1.176

---

# 4
Molecular formula: C29H35BrCl8F5N2O3PS2
Method: DFT, ωB97M-V with the def2-TZVPD basis set

Computed properties:
**E_HOMO**: -8.4 eV
**DFT total energy**: -9353.37863 Ha
**Structure (SMILES)**: C=Cc1cc2c(c([PH2]=N)c1CCCSC(=S)N1CCOCC1)C(=O)C(C(F)(F)C(F)(F)F)=C([C@H](Br)CC)C2=O.ClCCl.ClCCl.ClCCl.ClCCl

Cartesian coordinates (Å):
C -3.2870 3.1589 4.4588
C -2.9410 2.0517 3.6155
C -1.5937 2.1207 2.7384
C -0.2962 1.5321 3.4032
C 0.9887 1.5912 2.5536
C 1.0448 2.2229 1.1136
C -0.2169 2.8051 0.4450
P -0.1628 3.5389 -1.2910
N 0.2996 5.0765 -1.3530
C -1.5496 2.7200 1.2805
C -2.9350 3.2396 0.6932
C -3.9025 2.0863 0.1313
C -3.4611 0.5954 0.5014
S -4.5728 -0.6433 -0.3932
C -3.4013 -1.5450 -1.5524
S -2.9068 -0.6412 -2.9021
N -2.9504 -2.9208 -1.2899
C -1.8233 -3.2873 -2.2142
C -1.1677 -4.7314 -1.8699
O -1.9033 -5.3334 -0.7754
C -1.6604 -4.4642 0.3580
C -2.4583 -3.0599 0.1252
C 2.5112 2.2015 0.4368
O 2.9777 3.2115 -0.1166
C 3.2931 0.7994 0.6386
C 4.0481 0.0882 -0.5603
F 3.1202 -0.8831 -1.0982
F 5.3105 -0.4586 -0.2521
C 4.3312 1.0617 -1.8372
F 4.9952 0.2119 -2.7908
F 5.2385 2.0917 -1.5535
F 3.1452 1.4819 -2.4744
C 3.2203 0.2137 1.9468
C 3.8981 -1.1558 2.3866
Br 5.8559 -0.9690 2.8469
C 3.5818 -2.4274 1.4686
C 1.9822 -2.5770 1.1800
C 2.3732 0.9716 3.1072
O 2.7383 1.0358 4.2980
H -2.5721 3.5797 5.2359
H -4.3287 3.6093 4.3315
H -3.6732 1.1596 3.5713
H -0.2865 1.0805 4.4562
H -1.4887 3.3351 -1.8430
H 0.6935 2.6633 -2.0678
H 1.1506 5.0501 -1.9562
H -3.4749 3.7891 1.5456
H -2.7400 3.9712 -0.1684
H -4.0960 2.1822 -1.0020
H -4.9347 2.2561 0.6214
H -3.5921 0.3518 1.6116
H -2.3961 0.3240 0.1740
H -2.2359 -3.3481 -3.2867
H -0.9582 -2.5216 -2.1274
H -1.2066 -5.3748 -2.8276
H -0.0642 -4.5824 -1.6063
H -0.5380 -4.2973 0.4876
H -2.0460 -5.0047 1.2919
H -1.7525 -2.1898 0.3966
H -3.3439 -3.0190 0.8591
H 3.4433 -1.4354 3.4135
H 3.8406 -3.3543 2.1104
H 4.2100 -2.5207 0.5260
H 1.5718 -3.5705 1.6027
H 1.7326 -2.5778 0.0674
H 1.3638 -1.7499 1.6651
C -5.3651 -1.3290 4.5586
Cl -5.3356 -0.3401 3.0926
Cl -4.0290 -2.4856 4.5750
H -5.2798 -0.6771 5.4267
H -6.3065 -1.8748 4.5977
C -0.6079 -7.2029 -5.2464
Cl -1.3667 -5.6181 -5.0475
Cl -0.7597 -8.1734 -3.7771
H -1.0937 -7.7264 -6.0682
H 0.4483 -7.0632 -5.4707
C 1.0575 8.5916 0.1243
Cl 1.7803 8.8416 1.7187
Cl -0.3797 9.5990 -0.0902
H 1.7884 8.8507 -0.6399
H 0.7741 7.5441 0.0239
C 6.1719 0.0523 -5.8949
Cl 6.0267 1.4409 -6.9793
Cl 5.4068 -1.3825 -6.5887
H 7.2273 -0.1559 -5.7262
H 5.6869 0.2898 -4.9490

Atoms 1-6, force components in eV/Å:
C 0.365 -1.884 -1.385
C 0.220 2.165 0.452
C 3.054 -1.172 0.297
C 0.313 1.842 -4.221
C -1.519 0.782 -0.832
C -1.884 -0.641 1.791

---

# 5
Molecular formula: C5H13NO
Method: DFT, ωB97M-V with the def2-TZVPD basis set

Computed properties:
**Multiplicity**: 2
**E_HOMO (spin up / spin down)**: -14.3 / -14.3 eV
**<S²>**: 0.768
**ΔE to the lowest compared entry with this formula, charge and spin**: 2.459 eV
**DFT total energy**: -327.92493 Ha
**Net charge**: +1

Cartesian coordinates (Å):
C -0.4740 1.6084 -0.0294
C -0.6932 0.2175 -0.5366
C -0.0579 -0.7989 0.3978
C 1.2479 -1.0284 0.0838
C -1.7392 -0.2281 2.1956
N -0.8235 -1.2297 1.5339
H 0.5312 1.9976 0.0226
H -0.9731 1.4592 0.8689
H -1.0249 2.2173 -0.6631
H -1.7447 -0.0520 -0.5874
H -0.1846 -0.0905 -1.5321
H 1.9771 -1.3359 0.8594
H 1.5546 -0.8520 -0.9280
H -2.4843 0.2038 1.4978
H -2.2358 -0.8694 2.9676
H -1.2216 0.6961 2.4631
H -0.3009 -1.6979 2.3042
H 2.4056 -0.2614 -4.2689
H 3.1769 -0.2687 -2.9187
O 3.0644 0.3131 -3.7302

Atoms 1-6, force components in eV/Å:
C 0.527 -0.958 -0.777
C 1.410 -3.119 -1.973
C -3.779 0.326 2.481
C 1.795 -1.593 1.660
C -1.260 -1.169 -0.819
N 3.467 2.674 -1.433

---

# 6
Molecular formula: C45H53N5O2SSeV
Method: DFT, ωB97M-V with the def2-TZVPD basis set

Computed properties:
**E_HOMO**: -9.9 eV
**ΔE to the lowest compared entry with this formula, charge and spin**: 0.584 eV
**DFT total energy**: -5914.35041 Ha
**Net charge**: +1

Cartesian coordinates (Å):
V 0.9265 -0.9043 -0.4381
C -5.1400 0.5667 2.9524
C -5.2833 -0.0685 1.5614
C -6.4062 -1.1051 1.6156
C -5.6753 1.0129 0.5447
C -3.9414 -0.6846 1.1630
C -2.8425 0.1362 1.0161
C -1.6170 -0.4330 0.6589
N -0.4278 0.1924 0.3855
C -0.0731 1.5161 0.6178
C -0.6518 2.4692 1.4419
C -0.0838 3.7376 1.5192
C 1.0567 4.0014 0.7655
C 1.7182 3.0593 -0.0318
C 1.1438 1.7997 -0.0486
O 1.6430 0.6845 -0.6325
C 2.9760 3.4866 -0.7927
C 3.6102 2.3639 -1.6186
C 2.5913 4.6205 -1.7557
C 4.0242 3.9932 0.2076
C -0.7306 4.7820 2.4293
C -0.6529 4.2953 3.8834
C -0.0383 6.1417 2.3353
C -2.2025 4.9629 2.0307
C -1.4978 -1.8267 0.4352
O -0.2678 -2.1763 0.0526
C -2.5996 -2.6775 0.5672
C -3.7875 -2.0677 0.9396
C -2.4798 -4.1757 0.3038
C -3.7949 -4.9070 0.5725
C -2.0902 -4.4063 -1.1646
C -1.4035 -4.7753 1.2233
H -6.0961 0.9821 3.2754
H -4.4078 1.3767 2.9474
H -4.8223 -0.1739 3.6886
H -7.3385 -0.6113 1.8914
H -6.2100 -1.8787 2.3604
H -6.5596 -1.5840 0.6468
H -6.6431 1.4399 0.8127
H -5.7540 0.5924 -0.4592
H -4.9516 1.8287 0.5149
H -2.9419 1.2061 1.1067
H -1.5181 2.2235 2.0369
H 1.4776 4.9952 0.8060
H 2.9189 1.9585 -2.3573
H 3.9606 1.5449 -0.9900
H 4.4715 2.7704 -2.1515
H 1.8248 4.2886 -2.4581
H 3.4669 4.9322 -2.3273
H 2.2099 5.4934 -1.2248
H 4.3113 3.2012 0.9027
H 3.6601 4.8396 0.7906
H 4.9180 4.3170 -0.3283
H 0.3846 4.1489 4.1899
H -1.1873 3.3536 4.0221
H -1.1030 5.0345 4.5483
H 1.0053 6.0894 2.6512
H -0.5450 6.8488 2.9927
H -0.0784 6.5456 1.3219
H -2.7820 4.0517 2.1900
H -2.2899 5.2432 0.9797
H -2.6573 5.7511 2.6330
H -4.6579 -2.6956 1.0453
H -4.5879 -4.5720 -0.0988
H -4.1308 -4.7792 1.6035
H -3.6489 -5.9737 0.3997
H -2.8179 -3.9492 -1.8370
H -2.0580 -5.4783 -1.3698
H -1.1123 -3.9862 -1.3954
H -1.6597 -4.6210 2.2738
H -0.4264 -4.3317 1.0355
H -1.3265 -5.8496 1.0460
N 4.3736 -3.3055 -0.4911
C 4.7595 -3.8337 -1.7522
C 5.7846 -4.7566 -1.8189
C 6.1578 -5.2825 -3.0496
C 5.4878 -4.8936 -4.1962
C 4.4494 -3.9729 -4.1180
C 4.0969 -3.4254 -2.8962
S 2.8185 -2.2033 -2.8594
N 2.4855 -2.0777 -1.1711
C 3.2768 -2.5687 -0.2675
C 2.9660 -2.2198 1.1611
C 3.6545 -2.7073 2.2545
C 3.2977 -2.2722 3.5255
C 2.2743 -1.3558 3.6600
C 1.6303 -0.9100 2.5170
N 1.9712 -1.3331 1.3031
H 4.8842 -3.6482 0.3030
H 6.2947 -5.0659 -0.9139
H 6.9666 -5.9974 -3.1031
H 5.7656 -5.3062 -5.1559
H 3.9153 -3.6744 -5.0117
H 4.4557 -3.4239 2.1471
H 3.8192 -2.6490 4.3946
H 1.9683 -0.9894 4.6289
H 0.8219 -0.1930 2.5680
Se -0.3708 -1.2242 -2.5823
C -0.3499 0.1547 -3.9076
C -1.3726 1.0938 -3.9375
C -1.4086 2.0003 -4.9878
N -0.5115 2.0334 -5.9691
C 0.4693 1.1351 -5.9236
C 0.5959 0.1819 -4.9241
H -2.1303 1.1142 -3.1657
H -2.1988 2.7414 -5.0402
H 1.1910 1.1767 -6.7322
H 1.4106 -0.5286 -4.9432

Atoms 1-6, force components in eV/Å:
V -1.101 0.313 -1.148
C -0.003 0.007 -0.011
C -0.016 -0.023 -0.003
C 0.019 0.000 -0.006
C -0.010 -0.011 -0.005
C 0.042 -0.038 0.010